Entry 1:
{"formula": "C44H59N14O", "method": "the ωB97M-V functional and the def2-TZVPD basis", "charge": 1, "gap_ev": 5.87, "lumo_energy_ha": -0.121, "homo_energy_ev": -9.157, "species": ["C", "C", "H", "H", "H", "C", "C", "H", "C", "C", "H", "H", "O", "H", "H", "H", "H", "N", "C", "C", "C", "C", "H", "C", "C", "N", "N", "N", "C", "H", "H", "H", "C", "C", "C", "H", "C", "H", "H", "H", "H", "H", "H", "C", "C", "C", "N", "H", "C", "H", "C", "H", "H", "H", "H", "H", "H", "H", "C", "H", "C", "C", "H", "C", "C", "H", "N", "H", "H", "C", "H", "H", "C", "C", "H", "N", "H", "N", "H", "C", "C", "H", "N", "N", "N", "C", "N", "C", "H", "H", "H", "C", "H", "N", "H", "H", "C", "H", "H", "H", "C", "C", "C", "H", "C", "H", "H", "H", "C", "C", "H", "C", "C", "N", "H", "H", "H", "H"], "coordinates": [[-3.24977, -1.79283, 2.25343], [6.40484, -4.73173, -1.62748], [-4.12082, -0.24529, -2.29688], [8.27141, -1.41396, -5.42304], [9.72350, 0.70831, -8.71767], [0.08047, 1.80336, -2.97764], [2.59712, -1.19417, 0.10179], [5.99597, -5.65319, 1.46263], [-5.88735, 2.61956, 6.40449], [2.87683, -2.63550, -2.64110], [-6.71634, 1.55084, -1.25689], [-4.82644, 0.71171, 0.12630], [-0.65108, 2.72803, -3.78791], [-3.69711, 6.09727, 1.20739], [10.18893, -3.33243, -4.12270], [-8.99820, 0.88349, -0.41316], [8.57118, -5.14164, 0.81548], [8.30330, -4.14002, -4.71791], [-4.34705, 3.56634, -2.37616], [-2.29639, -0.83248, 2.07694], [7.71308, -5.06857, 0.17014], [-8.07817, 0.61430, 0.07578], [-7.65816, 2.92362, 5.28899], [-1.76388, 2.29906, -4.45844], [1.63255, -3.30942, -2.79344], [-2.93659, 2.48651, -3.59634], [-6.75100, 2.49943, 5.34638], [8.54643, -0.64728, -6.00842], [-4.75598, 1.90908, 6.10755], [1.26417, -4.13060, -2.20270], [-1.11914, 0.20996, 3.48780], [-2.25143, -1.06471, 5.31319], [-4.94136, 1.34014, 4.81759], [-6.42987, -0.16946, 1.38599], [-4.50775, 4.73028, 2.70738], [-4.75888, 3.80739, 2.21273], [0.97781, -2.72331, -3.84265], [9.16646, -1.74896, -7.72199], [-6.64385, 2.46319, 9.99512], [-6.70254, 1.50391, 3.45772], [-8.59014, -0.51287, 1.87928], [1.11702, 1.85520, -3.26770], [-3.26062, -0.15482, -3.78779], [9.65207, -3.92615, -4.84270], [-3.53681, 1.84646, 10.95208], [0.58720, -1.22562, -0.90393], [-3.37462, 3.73167, -3.25326], [0.72171, -0.65670, 1.20016], [-2.47590, -1.20790, 4.27046], [-2.57493, 3.53180, 9.85585], [-3.36360, -2.04551, 3.64627], [4.63569, -5.25358, -0.59799], [-0.24536, 0.77426, -3.09812], [-4.02475, -2.74239, 4.13149], [8.55544, -4.41069, -1.79892], [-5.89034, -0.65088, 2.18511], [0.01877, -2.93361, -4.28379], [-4.40548, 6.44090, 5.46328], [-5.86058, 0.52280, 0.35998], [-5.09537, 4.17072, 4.64945], [-3.74193, 1.63746, -2.94625], [2.77498, -1.59142, -1.19536], [1.38432, -1.89589, -2.75275], [8.49376, 0.67697, -5.66575], [9.04611, -0.77783, -7.27367], [-1.92092, -0.38171, 1.17398], [-3.68375, 0.31199, -3.00973], [-4.24213, 0.72595, 4.27590], [-4.90667, 4.04322, 9.11416], [9.31665, 0.47729, -7.74815], [-2.72133, 1.35136, 11.45077], [-1.74586, 1.26098, -4.76973], [-4.91209, 1.48610, 10.99914], [-7.84133, -0.08645, 1.23390], [9.05428, 2.47483, -6.76534], [1.54873, -1.61593, -1.80148], [-2.94626, 4.57701, -3.58927], [-6.86648, 1.01664, -0.42288], [11.08564, -4.58905, -6.34308], [-5.59558, 2.38267, 10.22485], [-4.32072, 6.12812, 4.43721], [3.64261, -2.84140, -1.91129], [-4.59709, 2.30297, -2.16634], [5.62961, -5.12801, -0.57137], [-1.82471, -0.48006, 3.30967], [-3.97284, 5.89955, 2.22992], [-4.68799, 3.27126, 9.71402], [7.86443, -4.92300, -5.75283], [-3.89076, 1.81561, 6.74263], [8.92020, -5.80460, -7.44290], [1.55241, -1.12398, -5.10027], [8.96611, 1.40246, -6.72592], [7.72835, -3.78138, -3.97857], [-4.71324, 4.88005, 4.04734], [3.37440, -1.09102, 0.83902], [6.83012, -5.20885, -5.83345], [1.20801, -0.96207, 0.28966], [-0.02961, 2.06816, -1.93694], [-6.15065, 3.20022, 7.26987], [-3.80175, -2.25746, 1.45302], [-3.85372, 6.78958, 3.33189], [6.41974, -5.33492, 0.52643], [-6.18238, 1.71887, 4.37584], [-3.47081, 7.79559, 3.31475], [-3.43085, 2.95015, 10.15074], [-0.45228, -1.18695, -1.18410], [-4.83388, 4.39602, -1.90516], [-1.86897, 2.91829, -5.33779], [2.93833, -1.66381, -3.60389], [10.07585, -4.57222, -5.97079], [5.96391, -4.51850, -2.58721], [7.70459, -4.68641, -1.19863], [8.94094, -5.20777, -6.54727], [1.77852, -1.72212, -4.32841], [3.66455, -1.86898, -1.73329], [-5.34686, 0.66322, 11.53997], [3.70308, -0.94205, -3.83425], [8.12886, 0.98794, -4.70209]], "forces_ev_per_a": [[-0.182, -0.208, -0.225], [-0.026, 0.047, -0.012], [-0.316, 0.043, 0.070], [0.058, -0.075, -0.012], [0.011, 0.007, -0.015], [-0.140, -0.198, 0.091], [-0.617, 0.072, 0.761], [0.005, -0.018, 0.017], [-0.103, 0.097, -0.010], [3.545, -9.019, -8.324], [-0.027, 0.026, -0.043], [0.022, 0.064, 0.092], [0.298, 0.117, -0.454], [0.021, 0.028, -0.024], [0.028, -0.002, 0.005], [-0.020, 0.027, 0.018], [0.019, -0.006, 0.005], [0.000, 0.095, -0.069], [0.069, 0.396, 0.131], [0.065, 0.154, -0.072], [0.016, 0.025, -0.025], [0.139, 0.251, 0.288], [-0.051, -0.027, 0.015], [0.465, 0.310, 0.542], [1.244, -6.020, -3.751], [-0.406, -0.076, -0.684], [0.061, 0.028, -0.005], [-0.046, 0.017, 0.003], [0.087, 0.040, -0.056], [-0.031, 0.136, 0.114], [0.011, 0.024, 0.032], [-0.005, -0.038, 0.027], [-0.004, 0.052, -0.055], [-0.077, -0.127, 0.492], [-0.009, -0.035, 0.000], [-0.003, -0.038, 0.014], [-0.566, -2.371, -2.417], [0.022, -0.020, 0.010], [-0.021, -0.005, 0.018], [0.004, -0.015, 0.001], [-0.005, -0.046, -0.016], [0.334, 0.119, -0.017], [0.145, -0.143, -0.010], [-0.039, 0.076, 0.052], [-0.023, -0.039, -0.003], [0.609, 0.009, -0.223], [0.215, 0.127, -0.040], [-0.030, -0.048, 0.107], [0.133, -0.058, 0.016], [0.017, 0.015, 0.017], [0.086, 0.226, -0.003], [-0.038, -0.065, -0.002], [-0.241, -0.171, -0.180], [-0.004, -0.008, 0.012], [0.054, -0.058, 0.021], [0.001, -0.037, 0.001], [-0.033, 0.000, 0.171], [0.014, 0.020, 0.011], [0.175, 0.087, -0.178], [0.056, -0.110, 0.090], [0.128, -0.284, 0.324], [-0.772, 5.867, 5.717], [-2.448, 3.802, 2.612], [-0.032, -0.053, 0.021], [-0.010, -0.028, 0.002], [0.074, 0.039, 0.028], [0.293, -0.163, -0.259], [-0.020, -0.052, -0.015], [0.010, 0.064, 0.018], [-0.013, 0.042, 0.010], [0.011, -0.008, 0.014], [0.012, -0.340, 0.077], [0.040, -0.020, 0.000], [0.063, -0.080, -0.389], [0.010, 0.017, 0.000], [-2.927, 7.852, 7.101], [0.235, 0.063, -0.111], [-0.216, -0.217, -0.210], [0.020, -0.011, 0.000], [0.009, 0.048, -0.022], [-0.009, -0.054, -0.026], [-0.169, -5.699, -3.106], [-0.639, -0.316, 0.422], [-0.011, 0.072, 0.027], [-0.090, -0.032, 0.113], [-0.008, 0.009, 0.031], [0.018, -0.036, -0.019], [-0.034, 0.048, 0.020], [-0.012, -0.025, 0.039], [0.004, -0.018, -0.010], [0.022, -0.021, 0.021], [-0.004, -0.006, -0.045], [0.009, -0.080, 0.086], [-0.036, 0.008, -0.103], [0.043, 0.058, 0.035], [-0.012, -0.021, -0.004], [0.128, 0.042, 0.519], [0.025, 0.108, 0.310], [-0.056, -0.058, 0.053], [-0.049, -0.089, 0.054], [0.014, 0.029, -0.036], [-0.045, 0.006, -0.016], [-0.034, 0.068, -0.010], [0.004, 0.016, 0.002], [-0.017, 0.017, -0.033], [-0.101, -0.164, -0.002], [-0.219, 0.217, 0.126], [-0.245, 0.197, -0.242], [1.781, -0.957, -2.170], [-0.029, -0.022, -0.035], [-0.038, -0.073, -0.025], [-0.007, 0.071, -0.023], [0.027, 0.034, -0.018], [-0.187, 0.271, -1.342], [0.562, 6.161, 3.954], [-0.005, -0.014, 0.011], [-0.037, 0.047, 0.185], [0.021, 0.017, 0.021]]}

***

Entry 2:
{"formula": "C21H31AsF5HgN2OS4", "method": "the ωB97M-V functional and the def2-TZVPD basis", "charge": -2, "gap_ev": [2.47, 5.49], "multiplicity": 2, "lumo_energy_ha": [0.160, 0.167], "homo_energy_ev": [1.877, -0.930], "e_above_lowest_ev": 0.0000, "species": ["H", "H", "H", "H", "C", "C", "H", "As", "C", "H", "H", "F", "C", "S", "H", "H", "S", "H", "H", "H", "H", "H", "C", "O", "S", "C", "C", "H", "H", "H", "H", "C", "N", "H", "H", "H", "C", "F", "H", "H", "S", "C", "C", "H", "C", "C", "Hg", "C", "H", "N", "F", "F", "H", "C", "H", "H", "C", "C", "H", "H", "C", "C", "F", "H", "C", "C"], "coordinates": [[3.79216, 2.39456, -0.68611], [-5.61412, 0.85854, 0.79492], [4.67308, 1.44296, 1.57350], [-2.84798, 0.78724, -2.55868], [1.36296, -2.72995, 2.91464], [-3.31643, -1.78130, 1.17355], [4.68970, 1.30614, -1.69886], [-2.45816, 0.68235, -0.06779], [1.19394, -3.12936, 4.23167], [-3.05354, -1.53662, -0.94183], [-3.21161, 2.72491, 1.24839], [0.84085, -1.52407, 2.63421], [3.71700, 1.44719, -1.22199], [3.53540, 0.09200, -0.01818], [-0.58458, 3.20376, 0.41004], [-5.31763, 2.34996, -0.09603], [0.91647, 1.74650, -1.95774], [0.48118, -1.61045, -5.98657], [-2.24253, -1.95801, 1.29494], [2.97060, 2.42035, -2.94526], [2.97907, 3.03192, 1.09350], [-3.23463, 3.51450, -1.17718], [-2.86226, 2.87523, -1.98309], [-0.57271, -1.49626, -0.05180], [0.93542, 1.97188, 1.68899], [0.59139, -1.63588, -4.91540], [1.70697, -4.32421, 4.69097], [-1.77895, 3.00548, -2.03360], [0.68998, -3.81009, -4.35736], [0.82305, -2.81785, -1.94933], [3.58108, 0.27356, 2.31044], [-5.14433, 1.84260, 0.85590], [0.79757, -2.32813, -2.84596], [0.67535, 4.08106, -1.47835], [-3.83831, -2.74217, 1.11860], [-4.31698, 1.28822, -1.73930], [-3.49097, -0.98184, -0.11142], [3.26266, -5.53977, 1.69795], [0.76941, 4.21378, 0.91006], [2.96086, 2.60693, 2.77933], [2.32282, -3.09473, 0.30424], [2.69029, 1.54614, -2.35160], [2.73042, 2.22262, 1.78363], [-3.70836, -1.24366, 2.04389], [-3.65820, 1.72881, 1.17079], [1.12162, 3.24351, -0.93521], [0.91979, -0.19191, -0.00992], [2.40659, -5.11323, 3.79708], [-3.27384, 3.26194, -2.92063], [0.76266, -1.01202, -2.77340], [2.92347, -6.28879, 4.21827], [1.54024, -4.71006, 5.97565], [2.74718, 0.67231, -2.99817], [0.62861, -0.55626, -4.00315], [2.18336, 3.48268, -0.87585], [0.55171, 0.51472, -4.13648], [-3.23100, 1.41737, -1.75139], [2.57076, -4.70198, 2.49215], [-3.51864, 1.25740, 2.14788], [-4.54000, -0.75795, -0.33526], [0.50400, 3.25278, 0.46223], [0.69714, -2.76015, -4.11781], [0.52419, -2.33732, 5.09204], [-5.68074, 2.41110, 1.62418], [3.65944, 1.03547, 1.53335], [2.06608, -3.49447, 1.96374]], "forces_ev_per_a": [[0.037, -0.021, 0.035], [0.007, -0.001, -0.019], [0.038, -0.106, 0.041], [0.057, 0.026, 0.008], [-0.016, 0.115, 0.187], [0.017, 0.006, -0.030], [-0.004, 0.035, -0.015], [0.042, 0.280, 0.028], [-0.003, 0.013, -0.022], [0.017, 0.010, 0.005], [0.015, -0.004, 0.011], [0.267, -0.187, -0.116], [0.147, -0.014, -0.129], [-0.476, 0.772, -0.130], [0.000, -0.070, -0.026], [0.005, -0.011, -0.006], [0.903, 0.934, 0.774], [0.006, -0.004, -0.003], [-0.008, -0.014, 0.021], [0.033, -0.040, -0.039], [0.011, 0.026, 0.032], [0.016, -0.007, 0.014], [0.005, 0.042, -0.030], [-0.358, 0.205, -0.189], [0.327, 0.280, -0.351], [-0.080, 0.018, 0.037], [0.027, -0.037, -0.032], [0.015, -0.003, 0.027], [0.019, 0.002, -0.005], [-0.120, -0.030, -0.009], [-0.119, 0.018, 0.008], [-0.019, 0.009, 0.030], [0.026, 0.036, 0.105], [-0.020, 0.009, 0.025], [0.004, -0.002, 0.000], [0.003, -0.017, -0.020], [-0.003, -0.013, 0.061], [0.001, 0.000, 0.004], [-0.064, 0.007, 0.017], [0.009, -0.033, 0.010], [0.371, -0.095, 0.251], [-0.018, -0.099, -0.139], [0.038, 0.089, 0.037], [0.010, 0.006, 0.004], [-0.108, -0.073, -0.028], [-0.332, 0.104, -0.048], [-0.603, -1.497, 0.160], [-0.014, 0.022, 0.041], [-0.004, -0.008, 0.000], [0.090, 0.489, 0.036], [-0.001, -0.001, -0.001], [-0.005, 0.003, -0.004], [-0.042, -0.031, 0.045], [-0.020, -0.494, -0.311], [0.004, 0.000, -0.031], [0.000, -0.217, -0.342], [-0.051, -0.148, -0.033], [-0.046, -0.004, -0.058], [0.030, 0.033, 0.012], [-0.004, -0.014, -0.002], [-0.096, 0.012, 0.107], [-0.061, -0.035, 0.033], [0.001, -0.001, 0.004], [-0.002, -0.006, 0.005], [0.163, -0.026, -0.003], [-0.063, -0.242, -0.048]]}

***

Entry 3:
{"formula": "C4H9NO2", "method": "the ωB97M-V functional and the def2-TZVPD basis", "gap_ev": 9.69, "smiles": "C[C@@H](O)[C@H](N)C=O", "lumo_energy_ha": 0.027, "homo_energy_ev": -8.947, "e_above_lowest_ev": 2.8313, "species": ["H", "N", "C", "H", "H", "C", "H", "H", "H", "H", "C", "H", "O", "O", "C", "H"], "coordinates": [[0.66627, 1.64581, 1.11591], [-0.62447, -0.59781, 1.41770], [-1.50692, -0.59018, -1.04595], [-0.19670, -1.54613, 1.27289], [-1.20068, -1.57645, -1.45927], [0.53639, 0.42417, -0.56371], [1.38663, 0.06072, 1.24080], [-1.17494, 1.13744, 0.35002], [-1.45319, -0.62740, 1.95462], [1.87241, -0.74566, -1.51177], [-0.80227, 0.07611, 0.15214], [0.38918, 1.01827, -1.47019], [-2.64729, -0.20324, -1.31121], [1.00324, -0.87900, -1.09888], [1.38643, 0.95654, 0.58162], [2.36590, 1.44682, 0.37528]], "forces_ev_per_a": [[1.303, -0.248, -0.383], [1.333, -1.484, -1.473], [-4.475, -0.434, 2.096], [-0.838, 1.205, 0.388], [0.567, 0.733, 0.042], [1.018, -1.488, 0.721], [1.000, 0.991, -0.193], [-0.476, -1.703, -0.365], [-0.928, -0.315, 0.385], [-0.379, -0.035, 0.272], [0.967, 1.881, -2.187], [-0.219, 0.549, 0.539], [1.737, -0.238, -0.565], [0.670, 0.856, 0.405], [-0.519, 0.313, 0.243], [-0.760, -0.581, 0.075]]}